# 1
{"formula": "C29H49N3O3Ta", "method": "wB97M-V/def2-TZVPD", "symbols": ["C", "C", "Ta", "C", "C", "N", "C", "C", "C", "C", "C", "C", "C", "C", "C", "C", "C", "C", "O", "C", "C", "C", "C", "N", "O", "C", "C", "C", "C", "C", "C", "C", "C", "O", "C", "N", "H", "H", "H", "H", "H", "H", "H", "H", "H", "H", "H", "H", "H", "H", "H", "H", "H", "H", "H", "H", "H", "H", "H", "H", "H", "H", "H", "H", "H", "H", "H", "H", "H", "H", "H", "H", "H", "H", "H", "H", "H", "H", "H", "H", "H", "H", "H", "H", "H"], "xyz": [[-5.2183, 0.4626, -0.6111], [-4.1973, -0.0187, -0.1319], [-2.4558, -0.7801, 1.1894], [-3.3079, -2.9152, 0.9024], [-4.6334, -3.0006, 0.0504], [-5.0060, -4.4663, -0.0799], [-0.6301, -1.6438, 2.2647], [0.6960, -1.5623, 1.3538], [1.9752, -1.9147, 2.2207], [3.2856, -1.0974, 1.8656], [3.3441, -0.5134, 0.4002], [4.8095, -0.1041, -0.0864], [5.0385, 1.4578, 0.0973], [6.0809, 2.0638, -0.9498], [5.7058, 1.7776, -2.4658], [6.6124, 0.6049, -3.0290], [6.8839, 0.8238, -4.5862], [5.9117, -0.0014, -5.5077], [6.2224, 0.3432, -6.8816], [5.2740, -0.2797, -7.7649], [-1.7843, 1.4069, 1.4141], [-0.6325, 1.6730, 2.4739], [-0.0363, 3.1194, 2.1467], [0.5510, 3.3034, 0.8135], [-0.0731, 4.0488, 2.9263], [-3.6694, -0.5683, 3.1396], [-5.1582, -0.1576, 2.9490], [-6.2749, -1.1366, 3.0534], [-7.6862, -0.7448, 2.8287], [-7.9586, 0.6812, 2.5025], [-6.8868, 1.6786, 2.4200], [-7.1077, 3.2026, 2.0596], [-5.4993, 1.2532, 2.6497], [-1.3146, -0.9133, -0.6647], [-1.8909, -1.8071, -1.5529], [-2.1233, -2.7855, -2.1262], [-6.1560, 0.8243, -1.0687], [-3.5877, -3.2666, 1.9497], [-2.5337, -3.6166, 0.4852], [-4.5203, -2.6395, -1.0095], [-5.4898, -2.4964, 0.5790], [-5.7507, -4.4668, -0.7900], [-5.3752, -4.8238, 0.8036], [-0.4638, -1.1724, 3.2807], [-0.8192, -2.7557, 2.4105], [0.6131, -2.2871, 0.4906], [0.7130, -0.5222, 0.9328], [1.7245, -1.6883, 3.3031], [2.1349, -3.0239, 2.1559], [3.5022, -0.2839, 2.6156], [4.1533, -1.8289, 1.9510], [2.7500, 0.4544, 0.4203], [2.8031, -1.1743, -0.3408], [5.5370, -0.6736, 0.5513], [4.8732, -0.4209, -1.1680], [5.4780, 1.6159, 1.1305], [4.0999, 2.0661, 0.0031], [7.0931, 1.6324, -0.6805], [6.0676, 3.1893, -0.8190], [5.7817, 2.7134, -3.0789], [4.6277, 1.4316, -2.5393], [7.6291, 0.5645, -2.5325], [6.1640, -0.4205, -2.8740], [6.7864, 1.9195, -4.8199], [7.9601, 0.5516, -4.7767], [6.1480, -1.1003, -5.3663], [4.8251, 0.2466, -5.3532], [5.1315, -1.3591, -7.4787], [5.6285, -0.2214, -8.8359], [4.2590, 0.2257, -7.7233], [-1.4561, 1.7526, 0.3816], [-2.6369, 2.1063, 1.6867], [-1.0235, 1.7427, 3.5218], [0.2459, 0.9756, 2.4133], [0.5731, 2.3827, 0.3496], [-0.0923, 3.8615, 0.2437], [-3.6888, -1.5997, 3.6187], [-3.1459, 0.0961, 3.8975], [-6.1023, -2.2201, 3.2934], [-8.5478, -1.4502, 2.8950], [-9.0113, 1.0239, 2.2997], [-7.5839, 3.7560, 2.9090], [-7.7229, 3.2247, 1.1137], [-6.0998, 3.6336, 1.7844], [-4.6520, 1.9834, 2.6030]], "forces_ev_per_angstrom": [[-0.2295, -0.0912, -0.3457], [-0.0977, 0.3071, 0.2381], [0.1905, -0.5074, -0.1658], [-1.1129, 0.6778, 0.1013], [0.2143, -1.3439, 0.5594], [-0.2204, 0.7902, -0.6761], [0.2332, -0.7280, -0.8533], [-0.5396, -0.0028, 0.9480], [-0.3805, 0.7940, 0.2763], [0.8000, -1.0016, -0.5129], [-0.4055, 0.9063, 0.3239], [-1.3190, 0.1822, 0.2424], [1.0980, -0.1080, -0.3776], [-0.8159, 0.1372, 0.3794], [0.0734, -1.1925, 0.8509], [0.2851, 0.3933, -1.1799], [-0.1577, -0.1869, 0.3448], [1.1210, 0.4759, -0.2270], [-0.8563, -0.6732, -0.0330], [-0.3004, -0.0452, -0.2458], [-0.1485, 0.6357, 0.1543], [0.5752, 1.6162, -0.7702], [-0.0736, -0.3241, 0.0517], [-0.9083, -1.0864, 0.7002], [-0.1435, -0.6787, -0.7051], [-0.7300, -0.5811, 0.4008], [-1.9003, 0.7290, -0.0574], [-0.9502, 1.6274, -0.5299], [2.3196, 2.7732, -0.3349], [1.3881, -0.6738, 0.2468], [1.2578, -1.4169, 0.5140], [0.2905, -1.4612, -0.4985], [-1.5955, -1.9422, 0.3768], [-2.9632, -2.3135, -1.8921], [2.8429, 1.8470, 3.2910], [-0.4388, 0.4913, -0.6307], [1.1915, -0.4032, 0.6130], [0.4415, 0.2306, -1.0337], [-0.6829, 0.6236, 0.2881], [-0.0086, -0.1007, 1.3024], [1.0403, 0.1324, -0.6219], [0.1998, -0.4772, 0.6179], [-0.0275, 0.2367, -0.3575], [-0.0829, -0.4504, -1.0206], [0.0271, 1.1825, 0.1646], [-0.0358, 0.9493, 0.8856], [0.4274, -0.9529, 0.2348], [0.2788, -0.3590, -1.1632], [0.0476, 1.0011, 0.0184], [-0.3955, -0.7174, -0.7712], [-0.8396, 0.8589, 0.0208], [0.4689, -1.1389, -0.1823], [0.8000, 0.4857, 0.8663], [-0.3745, 0.4772, -0.8749], [0.2622, 0.4354, 1.2011], [-0.6988, 0.0103, -1.0596], [0.6425, -0.8288, 0.1677], [-0.9615, 0.7319, -0.5554], [0.3374, -1.2594, 0.1099], [0.2000, -0.9321, 0.4959], [1.0805, 0.5372, 0.1589], [-1.2266, 0.2798, -0.3208], [0.2984, 1.1393, -0.0581], [0.0533, -1.0555, 0.1185], [-1.1611, 0.0590, -0.2186], [-0.6581, 0.9879, -0.0115], [0.9416, -0.3955, 0.3246], [0.1307, 0.8557, -0.3541], [-0.1338, 0.0065, 1.2995], [1.0324, -0.4497, 0.1123], [-0.3129, -0.5024, 1.0787], [0.8567, -0.7875, -0.3391], [0.4112, -0.2728, -0.9502], [-0.9354, 0.3171, 0.0842], [0.0064, 0.5525, 0.2385], [0.4476, 0.1412, 0.3687], [0.1799, 1.0435, -0.5433], [-0.6127, -0.4840, -0.9617], [0.1682, 1.2658, -0.2609], [1.0492, 0.5547, -0.0411], [1.1722, -0.4811, 0.2730], [0.3677, -0.3646, -0.9140], [0.3518, 0.2907, 1.1308], [-1.1605, -0.3127, 0.5279], [-1.0068, -0.6859, -0.0522]], "lowdin_charge": [-0.06, -0.28, 1.87, -0.36, -0.39, -0.06, -0.35, -0.31, -0.21, -0.21, -0.21, -0.19, -0.21, -0.21, -0.20, -0.21, -0.18, -0.23, -0.23, -0.14, -0.35, -0.20, -0.48, 0.08, 0.04, -0.31, -0.28, -0.07, -0.08, -0.08, -0.26, -0.08, -0.04, -0.33, -0.45, 0.12, 0.02, 0.04, 0.04, 0.08, 0.08, 0.04, 0.04, 0.04, 0.05, 0.11, 0.06, 0.10, 0.11, 0.11, 0.10, 0.09, 0.12, 0.10, 0.09, 0.11, 0.10, 0.10, 0.10, 0.10, 0.12, 0.11, 0.10, 0.11, 0.11, 0.13, 0.13, 0.09, 0.09, 0.09, 0.04, 0.04, 0.11, 0.08, 0.06, 0.09, 0.05, 0.06, 0.09, 0.08, 0.09, 0.07, 0.07, 0.07, 0.09], "total_energy_ha": -1581.1564, "multiplicity": 1, "orbital_gap_ha": 0.271, "total_charge": -1}



# 2
{"formula": "C29H49NP2V", "method": "wB97M-V/def2-TZVPD", "symbols": ["V", "C", "C", "C", "C", "C", "C", "H", "H", "H", "C", "H", "H", "H", "C", "H", "H", "H", "C", "H", "H", "H", "C", "H", "H", "H", "C", "C", "C", "C", "C", "C", "C", "C", "H", "H", "H", "H", "H", "H", "H", "H", "H", "H", "H", "H", "P", "C", "C", "P", "C", "C", "C", "H", "H", "H", "H", "H", "H", "H", "H", "H", "H", "H", "H", "H", "H", "C", "C", "C", "C", "C", "C", "N", "H", "H", "H", "H", "H", "H", "H", "H"], "xyz": [[-0.2347, -0.4932, -2.7357], [-0.5591, -3.0802, 2.2575], [0.6582, -3.6180, 1.7557], [1.1701, -1.8235, 3.1025], [-0.2503, -1.9413, 3.0619], [1.7262, -2.8193, 2.2492], [-1.9192, -3.6346, 2.0778], [-1.8724, -4.6385, 1.6407], [-2.5499, -3.0026, 1.4339], [-2.4385, -3.7163, 3.0440], [-1.2215, -1.0473, 3.7291], [-2.2163, -1.5071, 3.7606], [-1.3166, -0.0856, 3.2040], [-0.8939, -0.8417, 4.7552], [1.9155, -0.8448, 3.9096], [2.9523, -1.1575, 4.0589], [1.4417, -0.7117, 4.8880], [1.9221, 0.1509, 3.4195], [3.1669, -3.0961, 2.0592], [3.5847, -3.7174, 2.8688], [3.7546, -2.1705, 2.0546], [3.3430, -3.6421, 1.1226], [0.8194, -4.8133, 0.9000], [1.7034, -5.3779, 1.2274], [0.9717, -4.5516, -0.1628], [-0.0556, -5.4693, 0.9792], [-1.1641, 0.9627, -3.6263], [-1.7240, -0.3546, -3.9814], [-1.1641, -1.1991, -5.0746], [0.3820, -1.3888, -5.1366], [1.1229, -1.3144, -3.8363], [1.5839, -0.0306, -3.2555], [1.3727, 1.2775, -3.9700], [-0.0800, 1.5893, -4.4595], [-1.4675, -0.7934, -6.0499], [0.8279, -0.7247, -5.8977], [-1.6237, -2.2001, -5.0222], [-0.2224, 1.3448, -5.5339], [-1.8519, 1.6566, -3.1259], [-2.7780, -0.5448, -3.7370], [-0.1980, 2.6890, -4.4129], [1.7131, 2.1126, -3.3234], [2.4843, -0.0694, -2.6319], [2.0280, 1.3438, -4.8575], [0.5342, -2.4001, -5.5556], [1.7380, -2.1961, -3.6177], [-1.2153, -0.3778, 0.5885], [-2.7669, 0.4320, 0.0357], [-1.0896, -1.7940, -0.6738], [1.4567, 1.1162, 1.2679], [0.0795, 0.7699, -0.0051], [2.6167, -0.0144, 0.3676], [1.9956, 2.6368, 0.3898], [-2.8569, 1.4541, 0.4352], [-3.6312, -0.1583, 0.3885], [-2.7895, 0.4564, -1.0672], [-0.4460, -1.8026, -1.6356], [-2.1251, -2.0645, -0.9025], [-0.6637, -2.6020, -0.0758], [2.0976, 2.4175, -0.6774], [2.9512, 2.9453, 0.8252], [1.2537, 3.4264, 0.5220], [-0.4015, 1.7720, -0.0765], [0.5580, 0.3979, -0.9846], [3.4538, -0.2414, 1.0359], [2.9825, 0.4810, -0.5415], [2.1238, -0.9473, 0.0653], [-1.8277, 4.0176, -0.6732], [-1.6039, 4.1298, 0.7735], [-2.1360, 5.1213, 1.6580], [-1.6274, 4.8106, 2.9312], [-0.8034, 3.6547, 2.7752], [-0.0517, 2.9643, 3.8354], [-0.8103, 3.2695, 1.4693], [-0.9211, 3.7017, -1.2068], [-2.1348, 4.9906, -1.0722], [-2.6270, 3.2987, -0.9005], [-2.7891, 5.9248, 1.3446], [-1.7826, 5.3256, 3.8729], [-0.0116, 3.6118, 4.7213], [-0.5470, 2.0247, 4.1237], [0.9751, 2.7414, 3.5103]], "forces_ev_per_angstrom": [[-0.7590, -0.8201, 4.4505], [1.7623, -1.8106, -1.3034], [-3.1822, 0.4509, 0.3947], [-0.4234, -0.5677, -0.9209], [1.8253, 0.4069, 0.2192], [-0.1917, 1.4464, 1.8130], [-0.3705, -0.2793, 0.0268], [-0.1473, 0.2266, 0.0394], [0.0118, -0.1197, 0.0812], [0.0613, -0.0097, -0.2457], [-0.1727, -0.0348, 0.5534], [0.1430, 0.1719, 0.0431], [0.1014, -0.2532, 0.2362], [-0.1320, 0.0103, -0.0725], [0.3547, 0.8575, 0.2184], [-0.0989, 0.0601, 0.1163], [0.1948, -0.0197, -0.0017], [0.1428, -0.4968, 0.5416], [0.4787, -0.0667, -0.1748], [-0.2328, 0.0977, -0.1346], [-0.0849, -0.2389, -0.0533], [0.0585, 0.1906, 0.1818], [0.1343, -0.3996, -0.1660], [-0.2269, -0.0280, -0.2082], [-0.0377, -0.1611, 0.2348], [0.2557, 0.0809, -0.1569], [-1.5063, -0.1416, -1.2334], [-0.4514, 1.7433, -0.2391], [-0.1922, -0.5530, -1.3012], [0.2807, -0.6277, -1.5285], [1.4565, 0.7252, -0.2269], [0.8199, -0.5604, -1.3597], [0.5978, 0.9947, -0.6424], [0.1581, 0.9555, -0.6559], [-0.0228, -0.1074, 0.0786], [-0.2156, -0.0237, 0.4006], [0.0949, 0.3688, 0.0835], [0.2083, -0.0770, 0.6466], [0.2787, -0.4390, 0.0915], [0.5326, 0.0805, 0.2911], [0.0592, -0.5226, -0.0162], [-0.2553, -0.5288, -0.1409], [-0.5460, -0.1684, -0.0151], [-0.1426, -0.1211, 0.2478], [-0.0270, 0.4345, 0.1838], [-0.3574, 0.3654, 0.4030], [0.0917, -0.4304, -0.4519], [-0.3373, -0.0460, -0.6809], [-0.0925, 0.4431, 0.1353], [-0.7942, -0.3157, -2.2451], [-0.0907, 0.6116, -0.3080], [0.5248, -0.1742, 0.4033], [0.2113, 0.2745, 0.2340], [0.1579, -0.4188, -0.0490], [0.3611, 0.2381, -0.1329], [-0.2818, 0.2589, 0.2982], [-0.7934, -1.0871, 1.6902], [0.2309, -0.1501, -0.4182], [0.2342, -0.1128, -0.3227], [0.1868, 0.1347, 0.0826], [-0.0085, 0.1342, -0.2941], [0.2455, -0.1022, 0.0896], [0.3714, -0.7962, -0.4060], [-0.1717, 0.8536, 0.9753], [0.0522, -0.1383, -0.3799], [0.0426, -0.1152, 0.2950], [0.1293, 0.0763, 0.3529], [-0.0537, 0.2380, -0.6950], [0.9019, -0.6432, 1.6397], [0.3521, -0.0354, 1.8335], [-1.0874, 1.1721, -1.2755], [-0.4920, 0.0376, -1.5833], [0.2839, 0.1613, 0.4556], [-0.1642, -0.2780, -0.0641], [-0.1673, -0.0072, 0.1839], [-0.0043, -0.2149, -0.0106], [0.1111, 0.0974, 0.0370], [0.0678, -0.0047, 0.2577], [-0.0835, 0.0180, -0.2553], [0.0153, -0.2565, -0.1553], [0.2037, 0.1428, -0.1398], [-0.3876, -0.0569, 0.1242]], "lowdin_spin": [-0.01, 0.12, 0.12, 0.00, 0.29, 0.27, 0.01, 0.00, 0.01, 0.00, 0.04, 0.00, 0.02, 0.01, -0.01, 0.00, 0.00, 0.00, 0.05, 0.02, 0.01, 0.00, 0.01, 0.00, 0.01, 0.00, 0.00, 0.00, 0.00, 0.00, 0.00, 0.00, 0.00, 0.00, 0.00, 0.00, 0.00, 0.00, 0.00, 0.00, 0.00, 0.00, 0.00, 0.00, 0.00, 0.00, 0.02, 0.01, 0.00, 0.00, 0.00, 0.00, 0.00, 0.00, 0.00, 0.00, 0.00, 0.00, 0.00, 0.00, 0.00, 0.00, 0.00, 0.00, 0.00, 0.00, 0.00, 0.05, 0.28, 0.13, 0.14, 0.29, 0.05, 0.00, 0.01, 0.00, 0.02, 0.00, 0.00, 0.00, 0.02, 0.01], "s_squared": 2.029, "total_energy_ha": -2815.3337, "multiplicity": 3, "relative_energy_kcal_mol": 87.93, "orbital_gap_ha": [0.219, 0.195], "total_charge": 1}



What is the formula in the second record? C29H49NP2V